# 1
Density functional theory data (wB97M-V/def2-TZVPD) for a cluster of 2 separate species, C30H31BF6O2 in total in a non-equilibrium geometry.

XYZ file:
```
70
Properties=species:S:1:pos:R:3:lowdin_charge:R:1
C -3.31217 -2.72327 -0.35068 -0.0194
C -2.40347 -1.49216 -0.44260 -0.4593
C -2.85839 -0.60265 -1.58363 -0.0092
C -2.25227 -0.76004 1.00184 -0.4708
C -1.88466 0.70753 0.87522 -0.0094
C -3.48573 -0.89496 1.88609 -0.0144
O -1.16121 -1.42953 1.60899 0.0597
B -0.41553 -2.01614 0.53978 -0.8635
C 1.17427 -1.55883 0.45358 -0.0751
C 1.92927 -1.28957 1.58710 -0.0055
C 3.32520 -1.17544 1.48291 -0.0099
C 3.92821 -1.29066 0.23449 -0.1615
C 5.42606 -1.23087 0.06614 -0.5182
F 5.90628 -2.27616 -0.67152 0.1194
F 5.81663 -0.08863 -0.60255 0.0853
F 6.09996 -1.23145 1.24961 0.1135
C 3.16149 -1.42729 -0.91881 -0.0303
C 1.77671 -1.57596 -0.79766 -0.0721
C -0.26560 -3.63834 1.00623 -0.1633
C -0.75419 -4.76977 0.16313 -0.1686
C 0.70176 -4.58850 0.39029 -0.1557
O -1.08379 -1.92294 -0.73196 0.0455
H -4.35573 -2.42711 -0.19848 0.0851
H -3.25907 -3.27423 -1.29716 0.0916
H -3.00032 -3.39513 0.45911 0.0918
H -3.74595 -0.01534 -1.31797 0.0933
H -2.04984 0.07111 -1.88008 0.0467
H -3.10783 -1.22835 -2.44723 0.0926
H -2.70919 1.31309 0.47335 0.0864
H -1.61891 1.09136 1.87130 0.0969
H -1.00458 0.82731 0.22892 0.0627
H -4.32892 -0.35752 1.42966 0.0895
H -3.75909 -1.94714 2.02961 0.0848
H -3.29271 -0.45282 2.86936 0.0881
H 1.45453 -1.20355 2.56303 0.1238
H 3.92779 -0.97532 2.36850 0.1176
H 3.62711 -1.41435 -1.90207 0.1235
H 1.17215 -1.69314 -1.69823 0.1209
H -0.44663 -3.73797 2.08309 0.1263
H -1.25133 -5.60219 0.66707 0.0970
H -1.10402 -4.56309 -0.84886 0.0942
H 1.27334 -4.21781 -0.46121 0.0939
H 1.21408 -5.30858 1.03303 0.0956
F -4.54946 3.74675 -0.89541 0.1275
C -3.81780 4.02681 -2.02729 -0.5088
F -4.47480 3.44824 -3.07279 0.1271
F -3.87658 5.38232 -2.21063 0.1306
C -2.40893 3.53750 -1.89313 -0.0819
C -1.94289 2.54245 -2.75262 0.0130
C -0.72295 1.94774 -2.50034 0.0223
C 0.03696 2.32678 -1.35334 -0.1809
C 1.07272 1.49022 -0.85506 0.1538
C 1.95420 1.92094 0.19851 -0.1834
C 3.36460 1.85531 0.02785 -0.0004
C 4.21857 2.27343 1.03551 -0.0512
C 3.70454 2.80918 2.22640 -0.0334
C 2.31925 2.87518 2.42169 -0.0473
C 1.45268 2.42907 1.42926 -0.0179
C -0.34392 3.54216 -0.70947 0.0239
C -1.59764 4.08339 -0.89771 0.0267
H -2.55795 2.21256 -3.58761 0.1384
H -0.33782 1.16919 -3.16176 0.1428
H 1.38172 0.66601 -1.49748 0.1245
H 3.75084 1.45659 -0.91688 0.1251
H 5.29926 2.18069 0.90128 0.1185
H 4.38438 3.16646 3.00537 0.1174
H 1.90373 3.29045 3.34495 0.1170
H 0.36958 2.47202 1.57417 0.1111
H 0.35578 4.02695 -0.03395 0.1229
H -1.94173 4.90800 -0.27021 0.1431
```

The energy above the lowest of the compared OMol25 structures with the same formula, charge and spin comes out at 0.0 kcal per mole. The molar mass comes out at 548.4 g/mol. Its charge is 0. The value obtained for the highest occupied orbital energy is -6.815 eV. For the HOMO-LUMO gap, the calculation gives 3.09 eV.

=====

# 2
Density functional theory data (wB97M-V/def2-TZVPD) for a structure of composition C30H31Br42N3O6 in a non-equilibrium geometry.

XYZ file:
```
112
Properties=species:S:1:pos:R:3:lowdin_charge:R:1
C 3.35753 -0.09833 3.70480 -0.1034
C 2.18703 0.08233 3.81888 -0.1428
C 0.85452 0.60267 3.57565 -0.0932
C 0.51048 0.41272 2.13020 -0.1515
N -0.60283 -0.25532 1.83787 0.2374
C -1.01649 -0.50979 0.59671 -0.2045
N -2.19225 -1.23638 0.33188 0.1089
C -3.34087 -0.39841 0.13409 -0.4579
C -3.22989 1.10172 0.29831 0.0424
O -4.38235 -0.88066 -0.19406 0.1009
C -2.42092 -2.32958 1.29446 -0.4914
C -3.14254 -2.08924 2.58290 -0.0368
O -2.01112 -3.41447 1.03759 0.0593
C -0.25625 -0.04339 -0.45068 -0.0727
C -0.67354 -0.29112 -1.89305 -0.0837
C 0.06145 -1.53094 -2.45608 -0.2108
N 0.02568 -2.61902 -1.47937 0.0312
C 0.90848 0.67636 -0.18239 0.0173
C 1.65980 1.19978 -1.38428 -0.6029
O 1.21006 2.17674 -1.88705 0.1066
O 2.71000 0.56059 -1.90471 -0.1182
C 1.30115 0.89817 1.13151 -0.0329
C 2.59186 1.65513 1.37928 -0.7002
O 3.55685 1.21146 0.72528 -0.0888
O 2.55419 2.57229 2.19862 0.0135
H 4.37335 -0.30177 3.51138 -0.0681
H 0.81006 1.66012 3.80909 0.1399
H 0.14991 0.08206 4.22411 0.1225
H -1.16504 -0.58368 2.61229 0.1554
H -2.67922 1.54956 -0.52211 0.0980
H -4.22323 1.51481 0.26037 0.0934
H -2.74401 1.31900 1.24444 0.0866
H -2.78784 -2.80192 3.32622 -0.0443
H -3.11179 -1.06510 2.95019 0.0897
H -4.18419 -2.34582 2.40512 0.0962
H -0.44685 0.59845 -2.46304 0.1096
H -1.73226 -0.49957 -1.92098 0.1074
H -0.42334 -1.80769 -3.38221 0.1168
H 1.10196 -1.26495 -2.60960 0.1021
H -0.07279 -3.50529 -1.95424 0.0786
H 0.91434 -2.68422 -1.01416 -0.0235
H 3.17841 0.05944 -1.20850 0.0453
C -6.30032 -4.03183 -1.04735 -1.6099
Br -6.16407 -3.89813 -2.96515 0.5798
Br -7.46761 -5.46823 -0.51667 0.5871
Br -4.57111 -4.17156 -0.22654 0.7096
H -6.74568 -3.11199 -0.69780 -0.0258
C -3.17302 -5.66442 5.71901 -1.6105
Br -3.77173 -4.25812 6.88711 0.5573
Br -4.48625 -7.05612 5.54176 0.5939
Br -2.63101 -4.97334 4.00196 0.6985
H -2.29928 -6.10590 6.17489 -0.0270
C 4.78324 -3.84960 5.89459 -1.6116
Br 3.88550 -2.25806 5.26600 0.7076
Br 3.61087 -5.37925 5.89009 0.5636
Br 6.39325 -4.18440 4.89048 0.5661
H 5.07770 -3.67849 6.91947 -0.0311
C -0.25368 4.35853 -5.45383 -1.6464
Br -0.90079 5.82212 -4.38609 0.5688
Br -1.52055 2.90327 -5.50580 0.5347
Br 0.23734 4.92813 -7.22364 0.5744
H 0.64108 3.98642 -4.97712 -0.0338
C -2.65050 -4.39629 10.92988 -1.6418
Br -2.90150 -6.25460 10.49598 0.5641
Br -1.12418 -3.65326 10.02200 0.5579
Br -4.24461 -3.37003 10.59600 0.5532
H -2.45064 -4.33915 11.98894 -0.0322
C -8.45982 -5.65420 -5.73672 -1.6459
Br -7.77585 -5.62988 -7.54040 0.5746
Br -10.05277 -4.59131 -5.56991 0.5817
Br -8.72466 -7.44959 -5.10299 0.5841
H -7.70766 -5.20156 -5.10679 -0.1026
C -4.92192 -1.08392 -5.74660 -1.6400
Br -6.35527 0.06076 -5.16883 0.5788
Br -5.57059 -2.79424 -6.35286 0.5359
Br -3.83014 -0.24902 -7.09583 0.5740
H -4.29478 -1.26458 -4.88604 -0.0365
C 6.89722 1.82604 2.80959 -1.6030
Br 8.60959 2.68527 3.00717 0.5734
Br 6.99504 -0.05055 3.26376 0.5949
Br 5.52753 2.72452 3.80250 0.6298
H 6.62645 1.88807 1.76410 -0.0354
C 5.26690 3.88027 -2.29699 -1.5654
Br 5.41284 4.14241 -4.20451 0.5641
Br 3.98536 2.49932 -1.84759 0.9602
Br 6.99763 3.54549 -1.49480 0.5851
H 4.90997 4.81252 -1.88555 -0.1132
C 6.43679 7.34320 -1.00554 -1.6126
Br 6.20867 7.40240 0.89787 0.5643
Br 4.74774 7.47809 -1.91871 0.6201
Br 7.69772 8.65672 -1.63794 0.5975
H 6.84534 6.36993 -1.24165 -0.0930
C 4.93372 11.46564 -2.51400 -1.6700
Br 4.70789 11.57229 -0.60823 0.5582
Br 3.24925 11.57771 -3.43907 0.5656
Br 6.19166 12.77319 -3.15707 0.5667
H 5.35010 10.49121 -2.72832 -0.0910
C 6.07801 8.34105 4.90204 -1.6358
Br 5.74131 6.57875 4.20611 0.5316
Br 7.73786 9.05951 4.24355 0.5664
Br 4.60237 9.53132 4.56494 0.5705
H 6.17416 8.24858 5.97301 -0.0332
C 4.11277 -3.13302 0.24086 -1.5764
Br 2.64037 -2.10379 0.93269 0.7465
Br 3.51917 -4.77745 -0.56516 0.5976
Br 5.17260 -2.07810 -0.97035 0.6417
H 4.74212 -3.39375 1.07954 -0.0277
C -9.68917 -6.88671 -10.83508 -1.6605
Br -10.75455 -5.52598 -11.68104 0.5692
Br -10.71104 -8.47885 -10.48577 0.5688
Br -8.09516 -7.27248 -11.84601 0.5616
H -9.37444 -6.49579 -9.87895 -0.0985
```

The molar mass comes out at 3885.6 g/mol. Its charge is 0. The value obtained for the highest occupied orbital energy is -9.037 eV. For the HOMO-LUMO gap, the calculation gives 7.57 eV.

=====

# 3
Density functional theory data (wB97M-V/def2-TZVPD) for a structure of composition C30H31N13S2V in a non-equilibrium geometry.

XYZ file:
```
77
Properties=species:S:1:pos:R:3:lowdin_spin:R:1
V 0.54299 -19.33901 10.40020 2.1854
C -1.94768 -20.96840 7.60849 0.0107
N -1.95363 -19.60448 8.15794 0.1752
C -2.87718 -18.61676 7.77549 0.0390
C -2.45524 -17.43879 8.27540 0.0778
N -1.24775 -17.65085 8.90828 0.1172
C -0.84617 -18.99168 8.75923 0.0874
S 0.78762 -19.38873 8.01837 0.1014
C -0.42059 -16.65570 9.34899 0.0055
C -0.43159 -15.32409 8.85856 0.0163
C 0.75711 -14.65678 8.88238 0.0033
C 1.87195 -15.16710 9.59403 0.0200
C 1.76142 -16.43396 10.16108 0.0018
N 0.60804 -17.16482 10.01186 0.0184
H -0.96673 -21.44751 7.77475 0.0003
H -2.15758 -20.99610 6.55427 0.0038
H -2.70384 -21.54404 8.12525 0.0047
H -3.82309 -18.84055 7.27724 0.0018
H -2.98504 -16.54648 8.37085 0.0052
H -1.32474 -14.83495 8.37896 0.0013
H 0.81175 -13.66184 8.45643 -0.0003
H 2.79391 -14.56217 9.61739 0.0008
H 2.58816 -16.93224 10.71268 0.0002
N 4.01800 -20.86914 12.18299 0.0066
C 3.52505 -20.51078 11.00285 0.0155
N 2.39010 -19.73974 11.23312 0.0241
C 2.36814 -19.65895 12.59028 0.0114
N 3.30713 -20.36799 13.21415 0.0022
C 1.32706 -18.96451 13.27876 0.0053
C 1.45771 -18.69960 14.62853 -0.0007
N 0.45746 -18.06574 15.21473 0.0039
C -0.61076 -17.71058 14.49933 -0.0005
C -0.70295 -17.92666 13.14396 0.0066
N 0.25967 -18.65128 12.55989 0.0061
H 4.94586 -21.26838 12.33128 0.0002
H 3.90483 -20.87950 10.05205 0.0004
H 2.38108 -18.79403 15.16087 -0.0001
H -1.35973 -17.15536 15.06781 -0.0002
H -1.49271 -17.52702 12.51153 0.0008
N -3.82465 -24.52640 12.49629 0.0005
C -4.10346 -25.63319 13.22417 0.0025
C -5.33893 -26.28645 13.45535 -0.0003
C -5.25002 -27.54069 14.00176 0.0023
C -4.06591 -28.04284 14.56491 0.0006
C -2.85539 -27.29838 14.44724 0.0013
C -2.84518 -26.16508 13.62479 0.0014
N -1.82446 -25.42604 13.11039 0.0046
C -2.44230 -24.43138 12.44458 -0.0014
C -1.81301 -23.28772 11.77805 0.0091
C -2.49539 -22.09994 11.59983 -0.0009
C -1.78112 -21.03919 11.13597 0.0168
N -0.45667 -21.05733 10.93635 -0.0023
C 0.15805 -22.25512 10.93294 0.0067
C -0.46257 -23.39932 11.39495 -0.0041
H -4.46655 -23.93626 11.92939 0.0000
H -6.23945 -25.94726 12.97316 -0.0001
H -6.12068 -28.15011 13.97090 0.0001
H -4.10753 -29.00316 15.05158 0.0000
H -1.86153 -27.58058 14.88260 0.0000
H -3.55174 -21.90482 11.85392 -0.0003
H -2.23798 -20.08777 11.09933 0.0039
H 1.23885 -22.36318 10.72103 0.0005
H 0.10248 -24.31333 11.50491 -0.0004
C -0.59849 -11.14225 14.49338 0.0000
N -0.97148 -11.97399 13.34840 0.0000
C -0.31545 -13.14314 12.97496 0.0001
S -1.12691 -14.46856 12.31282 0.0003
N 1.02052 -13.21096 13.15246 0.0002
C 2.01510 -12.31909 13.77010 0.0000
H -1.43055 -10.55988 14.89047 0.0000
H 0.11804 -10.41789 14.12558 0.0000
H -0.24196 -11.63287 15.42606 0.0000
H -1.91466 -12.13182 13.15973 0.0000
H 1.32070 -14.10378 12.71793 0.0001
H 1.95662 -11.28004 13.41020 0.0000
H 2.99723 -12.71679 13.53170 0.0000
H 1.94415 -12.32259 14.87897 0.0000
```

Its spin multiplicity is 4. The energy above the lowest of the compared OMol25 structures with the same formula, charge and spin comes out at 52.0 kcal per mole. Its expectation value of S² is 3.796. The molar mass comes out at 688.7 g/mol. Its charge is +2. The value obtained for the highest occupied orbital energy (alpha / beta) is -12.220 / -12.323 eV. For the HOMO-LUMO gap (alpha / beta), the calculation gives 6.47 / 6.08 eV.